P.
2 unconnected molecules or ions with the total composition C4H13N3, computed with ωB97M-V/def2-TZVPD.

## Properties
**Spin multiplicity**: 1
**HOMO energy**: -7.6 eV
**SMILES**: [H]/N=C/NC.CNC

Last column: Mulliken charge in e.
CARTESIAN COORDINATES (ANGSTROEM)
H: -1.52 2.32 -1.28  0.235
N: -0.66 2.16 -0.75  -0.651
C: -0.09 1.08 -1.16  0.115
N: 1.21 0.70 -0.67  -0.382
C: 1.93 1.60 0.22  -0.869
H: -0.38 0.51 -2.06  0.282
H: 1.81 0.31 -1.40  0.290
H: 2.73 1.04 0.72  0.329
H: 1.27 1.98 1.00  0.290
H: 2.34 2.44 -0.33  0.307
C: -1.15 -0.69 1.51  -1.048
N: -0.60 -0.93 0.19  -0.095
C: -0.84 -2.27 -0.30  -0.991
H: -0.59 -1.24 2.27  0.310
H: -1.09 0.37 1.74  0.276
H: -2.21 -0.99 1.58  0.340
H: 0.52 -0.48 0.02  0.383
H: -0.52 -2.36 -1.34  0.274
H: -1.90 -2.56 -0.25  0.293
H: -0.27 -3.01 0.29  0.310

***

Q.
A single C4H13N3 molecule, computed with ωB97M-V/def2-TZVPD.

## Properties
**Spin multiplicity**: 1
**HOMO energy**: -8.2 eV
**SMILES**: C[C@@H](CN)NCN

Last column: Mulliken charge in e.
CARTESIAN COORDINATES (ANGSTROEM)
C: 0.50 0.69 1.57  -1.437
C: -0.20 0.13 0.35  0.417
C: -1.71 0.39 0.37  -0.785
N: -2.36 -0.37 1.42  -0.472
N: 0.41 0.55 -0.90  -0.324
C: 1.08 -0.43 -1.70  -0.587
N: 2.34 -0.86 -1.08  -0.602
H: -0.15 0.70 2.44  0.361
H: 0.84 1.71 1.37  0.381
H: 1.38 0.10 1.82  0.292
H: -0.13 -0.97 0.36  0.227
H: -1.87 1.46 0.56  0.315
H: -2.10 0.18 -0.62  0.385
H: -2.98 -1.10 1.14  0.190
H: -2.81 0.19 2.12  0.198
H: -0.06 1.28 -1.41  0.265
H: 0.43 -1.30 -1.86  0.320
H: 1.33 0.02 -2.65  0.423
H: 2.98 -1.23 -1.77  0.218
H: 2.16 -1.59 -0.40  0.215

***

Which of them is the most stable? Correct choice: Q.